# 1
{"formula": "C34H61BrCl20NO5", "method": "wB97M-V/def2-TZVPD", "homo_lumo_gap_ev": 8.5647, "e_tot_ev": -368461.76837, "charge": 1, "elements": ["C", "C", "O", "O", "C", "C", "C", "C", "C", "C", "C", "C", "Br", "N", "C", "O", "C", "O", "C", "C", "O", "H", "H", "H", "H", "H", "H", "H", "H", "H", "H", "H", "H", "H", "H", "H", "H", "H", "H", "H", "H", "H", "Cl", "C", "C", "Cl", "H", "H", "H", "H", "Cl", "C", "C", "Cl", "H", "H", "H", "H", "Cl", "C", "C", "Cl", "H", "H", "H", "H", "Cl", "C", "C", "Cl", "H", "H", "H", "H", "Cl", "C", "C", "Cl", "H", "H", "H", "H", "Cl", "C", "C", "Cl", "H", "H", "H", "H", "Cl", "C", "C", "Cl", "H", "H", "H", "H", "Cl", "C", "C", "Cl", "H", "H", "H", "H", "Cl", "C", "C", "Cl", "H", "H", "H", "H", "Cl", "C", "C", "Cl", "H", "H", "H", "H"], "coordinates": [[-2.3553, 4.4442, 1.9237], [-1.4927, 4.1343, 0.7128], [-0.8191, 4.9905, 0.2187], [-1.4941, 2.8451, 0.2364], [-1.8650, 2.7822, -1.1582], [-0.6492, 2.7033, -2.0950], [-0.2995, 1.2646, -2.5941], [-0.8221, 0.1564, -1.7102], [-1.7689, -0.7010, -2.2506], [-2.3304, -1.7337, -1.4951], [-1.8944, -1.8721, -0.1728], [-0.9533, -0.9998, 0.3249], [-0.4576, -1.2430, 2.1498], [-0.4086, -0.0185, -0.4228], [0.6270, 0.8423, 0.2156], [1.7669, 0.1521, 0.6112], [2.4895, -0.4156, -0.4719], [3.8250, -0.4289, -0.1205], [4.3841, 0.8947, -0.1141], [4.6291, 1.4674, 1.2688], [3.5039, 2.1752, 1.7381], [-2.7485, 5.4544, 1.8381], [-1.7498, 4.3934, 2.8329], [-3.1709, 3.7271, 2.0462], [-2.6081, 1.9964, -1.3068], [-2.3722, 3.7260, -1.3820], [-0.8744, 3.3016, -2.9811], [0.2202, 3.1495, -1.6136], [0.7814, 1.1572, -2.7201], [-0.7234, 1.1306, -3.5891], [-2.1090, -0.5578, -3.2674], [-3.0932, -2.3980, -1.8870], [-2.3051, -2.6687, 0.4313], [0.9363, 1.6634, -0.4308], [0.1810, 1.2879, 1.1026], [2.1641, -1.4504, -0.6130], [2.3157, 0.1379, -1.4055], [5.3185, 0.8323, -0.6798], [3.7253, 1.6003, -0.6405], [5.4722, 2.1747, 1.1895], [4.9584, 0.6640, 1.9402], [3.6113, 2.3601, 2.6786], [-4.8551, -1.8820, -3.3654], [-6.4173, -2.5917, -2.8819], [-6.6514, -2.3538, -1.4147], [-5.5087, -3.3046, -0.4222], [-6.4107, -3.6507, -3.1275], [-7.1892, -2.1078, -3.4796], [-7.6553, -2.6652, -1.1319], [-6.5345, -1.3031, -1.1602], [3.0011, -2.8708, -5.9756], [2.8586, -1.1413, -5.5815], [2.9584, -0.8975, -4.0901], [1.5159, -1.5610, -3.2614], [1.9110, -0.7808, -5.9779], [3.6597, -0.6341, -6.1002], [2.9851, 0.1690, -3.8699], [3.8452, -1.3571, -3.6581], [3.6424, 2.2352, 4.7720], [3.0364, 1.3443, 6.1935], [3.0765, -0.1444, 5.9696], [1.9054, -0.6492, 4.7205], [2.0269, 1.6915, 6.3989], [3.6697, 1.6138, 7.0368], [2.8122, -0.6607, 6.8911], [4.0629, -0.4798, 5.6566], [-4.0415, -0.2259, 3.0831], [-4.9289, -1.3862, 4.1133], [-5.7808, -2.3285, 3.3021], [-7.1599, -1.5044, 2.5256], [-5.5254, -0.8178, 4.8235], [-4.1815, -1.9511, 4.6685], [-6.1992, -3.0969, 3.9499], [-5.2022, -2.8157, 2.5209], [-6.8044, -0.2176, -5.7186], [-5.6895, -1.2262, -6.6800], [-6.1772, -1.4185, -8.0935], [-7.6435, -2.4261, -8.1598], [-5.5699, -2.1772, -6.1684], [-4.7269, -0.7167, -6.6868], [-5.4128, -1.9281, -8.6781], [-6.4000, -0.4678, -8.5715], [7.0812, 0.5624, 5.2517], [8.2750, -0.4823, 4.4382], [7.9472, -0.6782, 2.9806], [6.4675, -1.6511, 2.7690], [8.3096, -1.4307, 4.9685], [9.2444, 0.0029, 4.5387], [8.7566, -1.2138, 2.4874], [7.8029, 0.2716, 2.4707], [6.1026, -2.4124, -1.9643], [5.5594, -3.2744, -0.4999], [5.5854, -4.7690, -0.6874], [4.3552, -5.3165, -1.8564], [4.5621, -2.9179, -0.2554], [6.2293, -2.9928, 0.3102], [5.3663, -5.2599, 0.2595], [6.5565, -5.1117, -1.0362], [6.6880, -0.2183, -7.7278], [6.5408, 1.4982, -7.2786], [6.6010, 1.6966, -5.7862], [5.1621, 1.0204, -4.9718], [5.6087, 1.8748, -7.6931], [7.3666, 2.0271, -7.7516], [6.6309, 2.7599, -5.5543], [7.4800, 1.2258, -5.3536], [-7.7126, 3.6753, 4.8294], [-8.0175, 2.6475, 3.4067], [-6.7460, 2.0672, 2.8437], [-5.7051, 3.3134, 2.1015], [-8.5459, 3.2443, 2.6672], [-8.6736, 1.8409, 3.7309], [-6.9810, 1.3483, 2.0622], [-6.1660, 1.5597, 3.6086], [-0.6543, 0.1357, 7.9548], [-1.5267, 0.4662, 6.4357], [-2.9194, -0.1099, 6.4342], [-2.9085, -1.8927, 6.3891], [-0.9305, 0.0707, 5.6159], [-1.5790, 1.5492, 6.3318], [-3.4522, 0.2273, 5.5458], [-3.4809, 0.2008, 7.3118]]}

***

# 2
{"formula": "C34H61BrO7P", "method": "wB97M-V/def2-TZVPD", "homo_lumo_gap_ev": 8.1237, "e_tot_ev": -129901.99644, "charge": 1, "elements": ["C", "C", "C", "O", "P", "C", "C", "C", "O", "Br", "C", "C", "C", "C", "C", "C", "C", "C", "H", "H", "H", "H", "H", "H", "H", "H", "H", "H", "H", "H", "H", "H", "H", "H", "H", "H", "H", "H", "H", "C", "C", "C", "O", "C", "H", "H", "H", "H", "H", "H", "H", "H", "C", "C", "C", "O", "C", "H", "H", "H", "H", "H", "H", "H", "H", "C", "C", "C", "O", "C", "H", "H", "H", "H", "H", "H", "H", "H", "C", "C", "C", "O", "C", "H", "H", "H", "H", "H", "H", "H", "H", "C", "C", "C", "O", "C", "H", "H", "H", "H", "H", "H", "H", "H"], "coordinates": [[-6.3265, -0.9642, 5.5016], [-5.7705, 0.3896, 6.0954], [-4.8788, 1.1968, 5.0545], [-3.5602, 0.5739, 5.0896], [-2.7515, 0.6601, 3.6576], [-2.2995, 2.4131, 3.1726], [-3.7474, -0.0359, 2.2326], [-4.0724, 1.0562, 1.1405], [-3.4403, 1.0283, 0.1395], [-5.5118, 2.3402, 1.5148], [-1.1362, -0.2661, 3.9239], [-1.0867, -1.6002, 3.0942], [-1.4902, -2.8859, 3.6704], [-1.4804, -4.1180, 2.8701], [-1.0537, -3.9901, 1.4663], [-1.0739, -5.2981, 0.5828], [-0.6123, -2.6880, 0.8818], [-0.6324, -1.4697, 1.6882], [-6.4752, -0.8996, 4.3900], [-7.3232, -1.1665, 5.9702], [-5.6616, -1.8475, 5.6972], [-6.5541, 1.0548, 6.5348], [-5.0578, 0.1077, 6.9243], [-5.4087, 1.1158, 4.0704], [-4.7931, 2.2837, 5.3164], [-1.9368, 2.4579, 2.1027], [-3.2169, 3.0658, 3.2160], [-1.4736, 2.8287, 3.8094], [-3.2555, -0.8940, 1.7088], [-4.7069, -0.4262, 2.6882], [-1.1090, -0.5819, 5.0074], [-0.2423, 0.3766, 3.7261], [-1.8107, -2.9247, 4.7423], [-1.8101, -5.1031, 3.2863], [-1.7368, -6.0515, 1.0929], [-1.5321, -5.0915, -0.4218], [-0.0341, -5.6735, 0.4061], [-0.2643, -2.5993, -0.1735], [-0.3434, -0.4631, 1.3012], [-1.3718, 3.6037, -0.9068], [-1.3357, 4.7980, -1.8402], [-0.4294, 5.7551, -1.0873], [0.4913, 4.9489, -0.3365], [0.0445, 3.5909, -0.3575], [-1.6461, 2.6696, -1.3981], [-2.0862, 3.7870, -0.0965], [-0.8732, 4.5130, -2.7897], [-2.3180, 5.2201, -2.0536], [-0.9971, 6.3657, -0.3782], [0.1236, 6.4198, -1.7533], [0.7180, 3.0251, -1.0103], [0.1024, 3.1701, 0.6507], [-0.1025, 10.3747, -2.3171], [-1.2720, 10.0762, -3.2337], [-1.9743, 8.9536, -2.4917], [-1.7355, 9.1662, -1.0930], [-0.7183, 10.1684, -0.9462], [0.3163, 11.3724, -2.4495], [0.6951, 9.6441, -2.4827], [-1.9271, 10.9499, -3.2961], [-0.9774, 9.7985, -4.2460], [-1.5551, 7.9769, -2.7597], [-3.0493, 8.9345, -2.6815], [-1.1990, 11.0839, -0.5858], [0.0116, 9.8428, -0.2027], [4.5788, -3.7921, 0.3599], [4.4277, -2.4493, 1.0493], [2.9185, -2.3125, 1.1404], [2.3874, -3.6385, 1.2500], [3.4287, -4.5816, 0.9565], [5.5485, -4.2634, 0.5233], [4.4335, -3.6757, -0.7144], [4.8605, -2.4959, 2.0534], [4.8987, -1.6243, 0.5137], [2.5051, -1.8583, 0.2320], [2.6014, -1.7192, 2.0014], [3.7213, -5.0618, 1.8967], [3.0490, -5.3484, 0.2778], [0.4496, -2.5641, -4.4567], [0.6952, -4.0444, -4.6600], [0.3759, -4.6082, -3.2883], [-0.6264, -3.7567, -2.7082], [-0.7367, -2.5699, -3.5099], [0.2535, -2.0203, -5.3809], [1.3157, -2.1075, -3.9682], [-0.0086, -4.4386, -5.3988], [1.7061, -4.2810, -4.9925], [1.2545, -4.5854, -2.6342], [0.0026, -5.6330, -3.3343], [-1.6825, -2.6231, -4.0592], [-0.7596, -1.6911, -2.8614], [7.7367, -4.6902, -3.1959], [6.8914, -5.7871, -3.8141], [5.6399, -5.7396, -2.9567], [5.4844, -4.3803, -2.5244], [6.6879, -3.6586, -2.8225], [8.5021, -4.2955, -3.8642], [8.2301, -5.0653, -2.2945], [6.6462, -5.5284, -4.8483], [7.3714, -6.7658, -3.8127], [5.7452, -6.3663, -2.0643], [4.7468, -6.0552, -3.4998], [6.4772, -2.9858, -3.6606], [6.9785, -3.0574, -1.9583]]}

***

- What is the formula in the second record?
  C34H61BrO7P

***

- Which formula does entry 1 have?
  C34H61BrCl20NO5